(1)
Entry from OMol25: C8H29B4NO8S4 as an isolated structure at a distorted geometry (ωB97M-V with the def2-TZVPD basis set).

Summary:
HOMO-LUMO gap   9.01 eV
Charge   0
ΔE to the lowest compared entry with this formula, charge and spin   0.00 kcal/mol

Last column: Mulliken charge in e.
Positions of all 54 atoms, in Å:
1 N -3.558 0.485 -2.951  -0.72
2 B -3.470 0.216 -1.515  0.50
3 O -4.616 -0.025 -0.785  -0.51
4 B -1.962 0.304 -0.642  0.19
5 O -1.755 -0.298 0.620  -0.11
6 B -1.519 0.709 1.542  0.49
7 O -0.551 1.652 1.225  -0.59
8 B -0.703 2.062 -0.097  0.70
9 O -0.901 1.094 -1.061  -0.40
10 H -3.443 1.483 -3.135  0.30
11 H -2.734 0.068 -3.383  0.28
12 H -4.747 -0.934 -0.508  0.26
13 H -2.193 0.806 2.520  -0.16
14 H -0.765 3.211 -0.402  -0.16
15 C 3.955 1.033 -1.939  -1.02
16 S 2.800 -0.204 -1.331  0.38
17 O 1.536 0.511 -1.005  -0.45
18 C 3.646 -0.504 0.221  -0.92
19 H 3.580 1.390 -2.895  0.32
20 H 4.008 1.858 -1.228  0.29
21 H 4.936 0.577 -2.075  0.40
22 H 3.714 0.431 0.779  0.42
23 H 4.633 -0.917 0.021  0.26
24 H 3.061 -1.230 0.781  0.29
25 C -4.477 -2.351 4.911  -0.93
26 S -4.670 -2.139 3.136  0.59
27 O -5.865 -2.926 2.735  -0.66
28 C -3.225 -3.099 2.671  -0.96
29 H -5.315 -1.851 5.392  0.31
30 H -4.489 -3.414 5.152  0.29
31 H -3.542 -1.892 5.230  0.33
32 H -3.320 -4.110 3.069  0.42
33 H -2.329 -2.613 3.056  0.31
34 H -3.184 -3.126 1.585  0.26
35 C 5.230 -5.391 1.518  -0.97
36 S 5.491 -3.680 1.044  0.55
37 O 4.769 -3.474 -0.240  -0.58
38 C 7.233 -3.851 0.642  -0.95
39 H 4.177 -5.506 1.767  0.32
40 H 5.487 -6.039 0.681  0.30
41 H 5.842 -5.624 2.389  0.37
42 H 7.350 -4.608 -0.134  0.31
43 H 7.787 -4.128 1.538  0.37
44 H 7.582 -2.888 0.277  0.30
45 C -1.671 6.346 -1.836  -0.90
46 S -3.236 5.685 -2.419  0.42
47 O -3.247 4.239 -2.073  -0.53
48 C -2.854 5.797 -4.170  -0.95
49 H -1.688 6.316 -0.749  0.30
50 H -0.856 5.728 -2.212  0.26
51 H -1.565 7.376 -2.176  0.39
52 H -1.954 5.220 -4.380  0.30
53 H -2.715 6.843 -4.444  0.38
54 H -3.698 5.383 -4.717  0.31



(2)
Entry from OMol25: C8H29CuHfN2O14S2 as an isolated structure at a distorted geometry (ωB97M-V with the def2-TZVPD basis set).

Summary:
HOMO-LUMO gap   2.16 eV
Charge   0

Last column: Mulliken charge in e.
Positions of all 57 atoms, in Å:
1 Hf -1.033 2.274 -7.055  1.25
2 Cu -3.650 4.172 -1.347  0.85
3 S 0.244 6.807 -6.413  1.25
4 O 1.091 7.152 -5.294  -0.54
5 O -0.052 7.964 -7.163  -0.54
6 O 0.836 5.745 -7.226  -0.48
7 O -0.911 6.029 -5.981  -0.47
8 S -6.620 1.689 -5.102  1.30
9 O -6.764 0.257 -5.431  -0.45
10 O -6.561 1.809 -3.615  -0.50
11 O -5.327 2.101 -5.652  -0.46
12 O -7.699 2.537 -5.695  -0.48
13 O -1.198 1.757 -3.134  -0.85
14 H -1.286 1.464 -2.205  0.13
15 C -3.760 -0.212 4.556  -1.55
16 C -3.074 1.049 4.091  0.50
17 C -1.725 1.439 4.715  -0.72
18 O -1.806 1.938 6.063  -0.31
19 C -0.678 2.668 6.463  -0.73
20 N -2.856 1.035 2.659  -0.65
21 H -4.825 -0.235 4.327  0.37
22 H -3.673 -0.381 5.630  0.39
23 H -3.305 -1.114 4.146  0.35
24 H -3.830 1.751 4.442  0.19
25 H -1.254 2.170 4.058  0.41
26 H -1.106 0.557 4.549  0.33
27 H -0.359 3.456 5.782  0.32
28 H 0.116 1.951 6.675  0.29
29 H -0.844 3.253 7.367  0.27
30 H -3.635 0.501 2.300  0.29
31 H -1.990 0.544 2.493  0.25
32 C 6.023 -4.575 1.986  -1.45
33 C 4.614 -3.910 2.049  0.63
34 C 3.472 -4.441 1.170  -0.90
35 O 2.410 -3.535 1.176  -0.25
36 C 1.242 -4.042 0.629  -0.80
37 N 4.262 -4.060 3.385  -0.79
38 H 6.767 -3.884 2.383  0.36
39 H 6.392 -4.730 0.972  0.37
40 H 6.066 -5.552 2.468  0.35
41 H 4.781 -2.852 1.847  0.27
42 H 3.152 -5.453 1.416  0.38
43 H 3.756 -4.451 0.118  0.38
44 H 0.850 -4.841 1.258  0.34
45 H 1.429 -4.384 -0.389  0.33
46 H 0.568 -3.188 0.566  0.23
47 H 3.324 -3.688 3.342  0.28
48 H 4.784 -3.302 3.800  0.26
49 O 2.894 1.538 -5.782  -0.64
50 H 3.371 2.285 -5.419  0.32
51 H 3.464 0.787 -5.617  0.30
52 O 1.875 0.473 -0.735  -0.63
53 H 1.695 -0.457 -0.598  0.29
54 H 1.226 0.750 -1.383  0.34
55 O -0.342 -1.850 -6.035  -0.63
56 H 0.453 -2.383 -6.027  0.31
57 H -0.993 -2.383 -5.579  0.32



(3)
Entry from OMol25: C8H2F15N9O4SbSc as an isolated structure at a distorted geometry (ωB97M-V with the def2-TZVPD basis set).

Summary:
Multiplicity   2
HOMO-LUMO gap (alpha / beta)   8.29 / 7.16 eV
⟨S²⟩   0.760
Charge   -1
ΔE to the lowest compared entry with this formula, charge and spin   143.60 kcal/mol

Last column: Mulliken charge in e.
Positions of all 40 atoms, in Å:
1 Sc 6.997 8.693 7.897  0.52
2 N 6.603 6.548 10.902  0.06
3 C 6.225 5.859 9.802  0.14
4 N 6.107 4.505 9.740  -0.47
5 N 5.814 4.186 8.522  -0.61
6 N 5.683 5.310 7.846  -0.11
7 N 5.962 6.401 8.587  0.69
8 C 5.856 7.531 11.442  0.43
9 N 6.396 8.106 12.479  -0.69
10 N 5.864 9.314 12.725  0.50
11 N 3.897 8.818 11.292  -0.56
12 N 4.457 7.727 11.075  -0.05
13 H 7.570 6.550 11.269  0.32
14 O 7.133 9.714 5.930  -0.57
15 C 8.335 10.122 6.073  0.25
16 O 8.890 10.171 7.172  -0.55
17 H 8.854 10.398 5.165  0.47
18 F 7.553 10.123 13.829  -0.30
19 C 4.988 9.843 11.652  0.65
20 F 4.987 9.304 13.848  -0.30
21 F 4.349 10.864 12.252  -0.35
22 C 5.869 10.457 10.380  1.12
23 O 6.238 9.513 9.513  0.40
24 C 4.894 11.453 9.644  0.27
25 F 4.786 12.699 10.057  -0.31
26 F 3.611 11.014 9.764  -0.32
27 F 5.280 11.484 8.370  -0.22
28 C 7.130 11.287 10.876  0.54
29 F 7.416 12.114 9.886  -0.30
30 F 8.146 10.504 11.032  -0.24
31 F 6.891 11.936 11.987  -0.25
32 F 7.376 6.725 6.458  -0.63
33 Sb 6.045 5.560 5.661  2.17
34 F 8.311 7.930 8.967  -0.64
35 F 7.305 4.148 5.731  -0.53
36 F 6.297 6.441 4.048  -0.55
37 F 4.740 6.922 5.963  -0.57
38 F 4.821 4.369 4.945  -0.52
39 O 3.311 8.901 7.209  -0.21
40 C 4.398 8.955 7.417  0.29



(4)
Entry from OMol25: a 6-piece molecular cluster, C8H30N2O6 overall at a distorted geometry (ωB97M-V with the def2-TZVPD basis set).

Summary:
HOMO-LUMO gap   9.33 eV
SMILES   COC[C@H](C)N.COC[C@H](C)N.O.O.O.O
Charge   0
ΔE to the lowest compared entry with this formula, charge and spin   33.16 kcal/mol

Last column: Mulliken charge in e.
Positions of all 46 atoms, in Å:
1 O 3.119 -5.006 10.229  -0.53
2 H 2.588 -5.758 9.968  0.27
3 H 3.949 -5.127 9.766  0.38
4 O 5.675 -5.705 9.371  -0.68
5 H 5.965 -6.551 9.713  0.31
6 H 5.315 -5.907 8.507  0.30
7 O 5.752 -4.351 11.911  -0.59
8 H 5.581 -5.043 12.550  0.61
9 H 5.384 -4.683 11.093  0.15
10 O 7.459 -2.278 12.549  -0.64
11 H 6.828 -1.706 12.112  0.28
12 H 7.042 -3.140 12.548  0.48
13 C -2.097 -4.912 13.845  -1.43
14 C -1.334 -3.998 14.787  0.48
15 C 0.114 -3.576 14.259  -0.69
16 O 0.916 -4.758 14.078  -0.35
17 C 2.183 -4.496 13.456  -0.52
18 N -2.163 -2.809 14.879  -0.77
19 H -3.094 -5.141 14.221  0.38
20 H -1.521 -5.829 13.718  0.34
21 H -2.406 -4.557 12.862  0.30
22 H -1.233 -4.544 15.725  0.32
23 H 0.640 -2.996 15.017  0.36
24 H 0.147 -3.037 13.312  0.34
25 H 2.861 -5.349 13.434  0.04
26 H 2.596 -3.619 13.953  0.31
27 H 2.006 -4.162 12.433  0.32
28 H -1.813 -2.161 15.570  0.28
29 H -1.967 -2.283 14.039  0.29
30 C 7.198 -4.394 15.700  -1.30
31 C 5.705 -4.804 15.902  0.60
32 C 5.469 -6.236 15.365  -0.78
33 O 5.558 -6.132 13.914  -0.38
34 C 5.187 -7.360 13.349  -0.81
35 N 5.428 -5.020 17.275  -0.74
36 H 7.310 -3.539 16.366  0.41
37 H 7.419 -4.066 14.684  0.23
38 H 7.848 -5.224 15.974  0.28
39 H 5.075 -3.991 15.542  0.17
40 H 4.488 -6.509 15.752  0.35
41 H 6.153 -6.950 15.823  0.35
42 H 5.912 -8.042 13.793  0.32
43 H 5.189 -7.202 12.270  0.13
44 H 4.162 -7.635 13.597  0.36
45 H 4.426 -5.061 17.395  0.24
46 H 5.599 -4.231 17.883  0.26